No. 1
Molecular formula: C6H22O5
Method: DFT, ωB97M-V/def2-TZVPD

```
33
Properties=species:S:1:pos:R:3:forces:R:3
O 0.976768 -1.528343 0.803875 0.11 0.17 0.28
C 1.897580 0.711353 0.724592 0.25 -0.77 -1.36
H 1.799566 1.058411 1.753213 -0.16 -0.49 0.00
H 2.700227 1.284826 0.260935 0.14 0.04 0.07
H -1.635791 2.374300 -1.804930 0.10 0.17 0.01
C -0.339881 -2.003207 -4.936938 -0.13 2.17 0.23
H -2.002447 0.981031 -1.339876 0.27 -0.56 0.09
H 1.013549 -0.468027 -4.232796 0.17 -0.04 0.69
H -2.090003 1.296271 5.281183 -0.51 0.13 -0.64
O -1.150474 -0.462886 -0.483441 -0.61 0.39 -0.46
H -0.602433 0.602473 3.016502 0.02 -0.01 -0.46
H 0.125389 -2.847814 -4.428728 0.09 0.30 0.13
H -1.283239 -0.122862 0.401429 -0.06 -0.07 0.36
H 3.003890 -1.156727 1.036335 0.13 -0.04 -0.14
C 2.162885 -0.787452 0.449444 -0.36 0.38 0.90
H -0.286296 1.289182 -4.904555 0.02 -0.17 0.27
H 0.034533 2.194623 4.826638 0.78 0.17 0.65
O -2.335714 1.722591 -1.845107 -0.34 0.45 -0.30
H -0.008254 0.935662 6.225856 0.37 0.73 0.16
O -1.448985 0.905556 3.352805 -0.71 0.56 -2.53
H 1.199803 -2.439025 1.010020 0.08 -0.04 -0.05
H 0.708444 0.519994 4.699639 0.34 0.19 -0.17
H -0.625726 -0.465226 -3.377001 0.47 -0.16 0.45
H -0.356298 -0.993445 -0.420003 0.30 -0.31 0.25
C -1.354392 0.750915 4.689949 -0.79 -1.63 2.28
H 2.317937 -0.960432 -0.615523 0.39 0.25 -0.02
H -1.441126 -0.301366 4.960664 -0.59 -0.41 0.12
C -0.044568 1.159795 5.159768 1.15 0.23 0.52
O -0.526388 0.402160 -5.182286 -0.68 0.44 -1.49
H 0.064177 -1.870252 -5.940510 -0.23 -0.58 -0.18
H 1.019873 0.909006 0.109232 -0.26 0.49 0.41
H -1.423921 -2.116867 -4.942828 0.07 -0.29 -0.32
C -0.068683 -0.574218 -4.307558 0.19 -1.67 0.22
```
Forces are in eV/Å.

Energy above the lowest of the compared OMol25 structures with the same formula, charge and spin = 180.8 kJ/mol
Lowest unoccupied orbital energy = 0.3 eV
Maximum force = 2.9 eV/A

Löwdin atomic charge list, values in e, 8 entries:
1. O -0.11
2. C -0.06
3. H 0.07
4. H 0.07
5. H 0.02
6. C -0.06
7. H -0.03
8. H 0.10

***

No. 2
Molecular formula: C6H22O8Zn
Method: DFT, ωB97M-V/def2-TZVPD

```
37
Properties=species:S:1:pos:R:3:forces:R:3
O -1.956275 -1.179375 3.855474 -3.85 -2.73 2.69
H -1.777835 -2.262855 0.444514 0.14 -0.17 -0.13
H 3.311555 -1.774225 0.784144 1.61 1.30 0.67
H -0.354905 -0.653695 -2.105826 -0.14 -0.50 -0.16
H -0.142495 1.591505 -2.659276 -0.68 -0.32 0.35
H -0.204395 0.832195 3.230064 0.26 -0.37 -0.85
O -1.330665 1.377305 0.203014 0.57 0.77 0.73
H 1.371825 -2.437815 0.960314 0.42 -0.02 -0.24
C -2.590185 0.874845 -0.083776 -1.48 -0.90 -0.76
H 2.776545 0.419015 2.085984 -0.28 0.09 -0.02
O 0.455515 -0.160165 -4.399776 -1.36 -1.63 -0.91
H -3.384795 1.497705 0.327014 -0.02 -0.10 0.30
C -2.768185 -0.566865 0.423014 -1.19 -0.12 -0.15
H 1.321535 1.588265 -1.763286 0.12 -0.37 0.08
H -3.141375 -0.677295 1.441174 0.08 0.70 0.17
H -3.527745 -1.052675 -0.189496 -0.05 0.18 -0.21
H -1.867285 -1.113855 4.809094 0.00 0.16 0.71
H -1.960125 -2.108605 3.614404 0.15 -0.43 -0.25
O 1.459205 -1.482395 0.926764 -2.07 0.51 0.07
O -1.567035 -1.332975 0.332804 0.18 0.10 -0.37
C 2.769275 0.468795 0.997144 0.39 0.62 0.19
H -2.698435 0.952315 -1.165616 -0.28 -0.55 -0.18
H 3.678725 0.996605 0.710064 -0.04 -0.27 -0.24
H 1.889635 2.169935 0.274534 0.06 0.03 0.01
H -0.028025 0.448485 -4.963096 -0.10 -0.16 -0.21
C 2.685825 -0.946315 0.450794 0.39 -1.69 -0.58
Zn 0.001085 -0.078415 0.766994 0.48 0.45 -0.17
O 0.304825 -0.207775 -1.569626 0.10 0.91 -0.22
H -1.366655 -0.597025 3.370884 3.94 2.70 -3.02
C 1.354695 0.552915 -3.658656 0.97 0.55 0.48
H -1.374655 2.320535 0.029884 0.58 0.24 0.14
H 2.788855 -1.093745 -0.624266 -0.53 0.83 -0.30
C 0.681225 0.941815 -2.363476 0.78 1.12 0.01
H 2.246955 -0.037855 -3.451386 -0.02 -0.28 -0.09
H 1.666135 1.384705 -4.290496 0.32 0.60 0.71
O 1.592935 1.308905 0.578164 1.20 -1.70 0.61
O -0.315295 0.038085 2.671834 -0.67 0.48 1.16
```
Forces are in eV/Å.

Lowest unoccupied orbital energy = -6.4 eV
Maximum force = 5.7 eV/A
Charge = +2

Löwdin atomic charge list, values in e, 8 entries:
1. O 0.31
2. H 0.14
3. H 0.15
4. H 0.10
5. H 0.13
6. H 0.06
7. O -0.07
8. H 0.14

***

No. 3
Molecular formula: C6H23MgN10O6
Method: DFT, ωB97M-V/def2-TZVPD

```
46
Properties=species:S:1:pos:R:3:forces:R:3
N 2.156357 1.404257 -2.331198 4.72 3.24 1.10
C 2.327187 -2.047523 0.229292 -1.98 2.15 0.41
N -2.935813 1.736947 -2.014658 -0.19 -0.67 -3.55
H 1.311237 2.319937 2.882762 -0.09 -0.14 -0.43
H 3.205247 -3.721063 0.606152 -0.69 -0.83 0.02
O -1.129683 -2.049653 -0.684248 -0.22 -0.45 0.65
O 0.195147 1.495217 0.853942 -1.40 -6.55 -1.23
H -2.727523 -1.529123 3.366132 -0.40 -0.57 0.63
N -3.295843 2.354297 0.073842 -0.30 -0.03 -0.09
C 1.138027 0.632067 -2.388918 -1.15 -0.36 0.08
N 1.154247 2.935107 2.097262 2.95 2.30 4.38
H -4.011123 2.883557 -0.404028 -0.12 0.31 1.20
H -1.725763 -2.325773 4.640402 -0.84 0.31 -0.30
H 2.516837 1.755017 -1.455338 -0.28 0.08 -0.02
H -0.376883 -2.367393 -2.513008 0.70 0.28 -0.79
H -0.136993 4.396917 0.958622 -0.25 0.70 -0.93
H -3.493353 2.499337 -2.372438 0.14 -0.22 0.34
N 0.212387 -1.804593 3.733252 5.43 -0.81 1.55
N -1.861873 -1.893103 3.737972 -6.01 -0.92 1.61
C -1.231083 -2.659223 -1.902048 1.28 1.17 0.38
C -2.727843 1.442927 -0.754908 0.09 1.56 2.24
O 1.440757 -1.265103 0.470542 -1.91 1.33 0.51
C -0.860783 -1.471523 3.102562 2.31 2.28 -5.01
H -2.076213 -2.322793 -2.502608 -0.79 -0.34 -0.14
N 2.292647 -3.288383 0.598812 0.91 -3.58 1.02
H 0.179377 -2.420833 4.532792 0.12 0.26 -0.25
H 1.276927 0.916817 -4.303668 -0.24 -0.50 -0.29
H -2.698413 0.997037 -2.659838 0.07 0.26 -0.10
H 1.435967 -3.781673 0.805882 0.24 0.32 0.07
C 0.463697 2.601837 1.073622 -0.90 2.27 -1.90
O -0.877503 -0.859533 2.001452 -0.63 -0.61 2.29
N 0.054327 3.636877 0.321572 -0.09 2.20 0.01
H 2.713727 1.577657 -3.155438 0.05 0.04 0.36
H 1.134537 -1.639223 3.355892 -0.30 0.10 -0.21
H 4.194657 -2.254103 -0.373158 0.10 0.54 -0.59
Mg -0.417283 -0.392633 0.125362 0.41 -1.18 -0.07
O 0.455497 0.332087 -1.465888 -1.57 -0.99 2.03
H -3.178563 2.230367 1.069332 -0.35 0.27 -0.22
N 3.397337 -1.634123 -0.377228 3.52 0.28 -1.57
H 0.141257 -0.310223 -3.893118 0.05 0.15 0.42
H 1.474677 3.888057 2.193762 0.04 -0.22 0.13
O -2.009783 0.561137 -0.361138 -0.54 -0.78 0.09
H 3.437527 -0.713803 -0.791358 0.08 -0.17 0.37
H -1.096353 -3.740813 -1.913088 -0.70 -0.59 0.23
H -0.356393 3.620017 -0.600998 -0.09 -0.47 0.39
N 0.915467 0.274737 -3.612888 -1.19 -1.42 -4.81
```
Forces are in eV/Å.

Lowest unoccupied orbital energy (spin up / spin down) = 0.3 / 0.3 eV
Maximum force = 6.8 eV/A
Multiplicity = 2

Löwdin atomic charge list, values in e, 8 entries:
1. N 0.17
2. C -0.76
3. N 0.18
4. H 0.11
5. H 0.11
6. O -0.38
7. O 0.06
8. H 0.14

***

No. 4
Molecular formula: C6H23NO5
Method: DFT, ωB97M-V/def2-TZVPD

```
35
Properties=species:S:1:pos:R:3:forces:R:3
H -1.292367 -3.756749 -1.540713 -0.03 0.10 -0.38
H 0.774900 0.757573 2.421443 -0.59 -0.17 0.29
H 0.868871 -1.232825 -1.011620 0.23 -0.18 0.12
C 1.168324 1.366434 0.450922 0.16 -0.11 -0.01
O -2.157163 1.772636 1.671125 -0.14 -0.45 -0.60
H -1.352646 0.617469 -1.425101 0.20 0.49 0.60
H 0.312366 0.686789 -3.345021 0.19 -0.07 -0.07
H 2.005571 -0.179708 1.704415 0.08 -0.44 -0.25
O -1.198565 -1.934126 1.417145 -0.09 -0.27 -0.56
H -0.974407 -2.304915 0.555243 -0.25 -0.55 0.11
C 0.531524 -0.311259 -2.960069 -0.65 -0.37 0.43
H -3.118174 1.849713 1.663647 0.05 0.21 0.04
H -1.051713 -0.791103 2.625185 0.45 -0.32 0.52
H -0.872401 -0.461655 4.169057 -0.01 -0.03 -0.34
H -1.280287 -0.904143 -0.684254 0.11 0.55 0.58
N -0.761704 -0.039893 -0.909684 -0.40 -1.14 -1.84
O -1.439222 -0.362528 3.395509 -0.52 0.41 0.47
O -1.654866 -2.897649 -1.305423 -0.10 0.44 0.88
H 0.202235 1.869935 0.368687 -0.22 0.04 0.07
C 0.570694 -0.269980 -1.399784 -0.28 0.83 0.20
H -0.941780 -0.947660 -4.116948 0.24 -0.02 -0.06
H 1.503010 -0.687180 -3.262853 0.33 0.33 -0.09
H -1.778952 -2.353843 -2.089210 0.28 -0.55 -0.51
C 2.176652 2.395262 0.902492 0.88 0.09 0.51
H 2.340447 3.227987 0.228516 -0.30 0.15 -0.25
H 0.291754 -0.483198 1.191822 0.27 0.08 0.44
C 1.029856 0.255634 1.499694 0.71 0.91 -0.62
H -2.013789 0.874778 2.013687 0.10 0.43 0.51
H -2.039883 -2.322946 1.681962 -0.02 -0.15 -0.05
H 1.901407 2.785023 1.871679 -0.41 0.35 0.21
H 2.524815 0.446807 -0.953328 0.03 0.12 -0.20
H 3.179971 2.002594 1.110066 -0.12 -0.44 -0.34
C 1.516139 0.867691 -0.958305 0.30 -0.20 0.65
O -0.448780 -1.257442 -3.347480 -0.47 0.07 -0.19
H 1.478164 1.722476 -1.632507 0.01 -0.13 -0.26
```
Forces are in eV/Å.

Energy above the lowest of the compared OMol25 structures with the same formula, charge and spin = 35.7 kJ/mol
Lowest unoccupied orbital energy (spin up / spin down) = -3.1 / -7.8 eV
Maximum force = 2.2 eV/A
Multiplicity = 2
Charge = +1

Löwdin atomic charge list, values in e, 8 entries:
1. H 0.08
2. H 0.09
3. H 0.16
4. C -0.43
5. O -0.06
6. H 0.18
7. H 0.14
8. H 0.10

***

No. 5
Molecular formula: C6H24BF4O10S2
Method: DFT, ωB97M-V/def2-TZVPD

```
47
Properties=species:S:1:pos:R:3:forces:R:3
H 4.209744 -3.721773 -3.541515 -0.17 -0.08 0.09
H -6.611602 0.145644 -2.784403 0.10 0.01 0.01
H -10.527844 1.221981 -3.664241 0.00 -0.19 -0.44
O 0.352145 3.344323 3.489702 -0.19 -0.02 0.27
C -9.483242 -0.309738 -2.537168 -2.99 -0.53 -0.06
H -11.733076 0.385826 -2.786171 0.36 -0.84 0.44
O 7.805385 -1.490773 4.579595 -0.35 1.01 0.36
B 1.802044 1.174541 -1.853746 -0.26 -0.50 0.91
H 9.699850 -3.326302 4.664110 -0.48 -0.43 0.13
H -10.631890 1.560326 -2.072258 0.09 -0.41 0.67
H -1.884197 4.825138 -4.881668 0.07 -0.11 -0.24
H -1.354875 4.698227 -3.469011 0.23 -0.17 0.21
H -10.004037 -1.257098 -2.397966 0.50 -0.41 0.32
H -0.257068 2.288714 -6.677535 0.22 -0.11 0.30
O -7.307729 -0.471168 0.629572 -0.87 -0.64 -3.26
S -7.467646 -0.810482 -0.802564 1.30 4.40 2.27
F 1.668523 2.451237 -1.418971 -0.89 2.28 1.14
S 6.428907 -0.597882 4.614866 0.64 0.78 -3.41
H 7.423727 -3.051544 5.862300 -0.36 0.07 0.15
H 10.225949 -2.004955 5.563725 0.41 -0.15 0.62
O -1.976434 5.193110 -4.002854 -0.25 0.23 0.03
F 3.125633 0.954147 -1.946102 2.89 -0.99 -0.42
F 1.200932 1.047718 -3.055389 -1.25 -0.38 -2.43
H 0.845640 4.153383 3.624299 0.11 0.17 0.01
H 9.753791 -3.543122 6.460438 0.11 0.23 -0.08
O 6.149895 -0.272075 5.995020 -0.09 -0.18 -1.08
O -8.781084 0.064369 -1.367246 1.33 -0.80 0.97
C -6.213806 0.115638 -1.770026 -0.68 -0.23 0.26
C -10.688143 0.690205 -2.726340 1.32 1.47 -0.96
H 0.734897 2.957969 2.702000 0.08 -0.18 -0.33
O -0.652390 2.707091 -7.442338 -0.06 0.26 -0.15
O 4.898340 -3.147217 -3.876106 0.26 -0.21 -0.16
H 4.311308 -1.456927 4.157123 -0.24 0.35 -0.39
H -5.227502 -0.348299 -1.778816 -0.26 -0.24 0.29
H 5.233980 -2.747453 4.598888 0.84 -0.49 -0.75
F 1.248837 0.242563 -0.968621 -0.54 -0.45 0.74
O 6.594270 0.450525 3.546789 -0.45 -3.00 3.41
H -8.926158 -0.443718 -3.464418 0.60 0.52 0.28
H 4.576163 -2.262101 -3.705777 -0.11 0.35 0.10
C 5.275329 -1.902453 3.911605 -0.44 2.46 1.78
C 8.114533 -2.212267 5.781678 1.11 -1.76 -0.19
O -7.472286 -2.148643 -1.212053 -0.69 -1.95 -0.82
C 9.551435 -2.858032 5.637148 -1.12 1.72 -0.63
H -6.151986 1.125944 -1.365587 -0.10 -0.16 0.03
H -1.296840 2.072889 -7.756526 -0.14 -0.14 -0.07
H 5.380372 -1.888147 2.826773 0.37 -0.70 0.34
H 8.038205 -1.599341 6.679784 0.06 0.12 -0.26
```
Forces are in eV/Å.

Lowest unoccupied orbital energy = 2.0 eV
Maximum force = 5.1 eV/A
Charge = -1

Löwdin atomic charge list, values in e, 8 entries:
1. H 0.03
2. H 0.05
3. H 0.06
4. O -0.06
5. C -0.27
6. H 0.07
7. O -0.28
8. B -1.48

***

No. 6
Molecular formula: C6H24BrNO7
Method: DFT, ωB97M-V/def2-TZVPD

```
39
Properties=species:S:1:pos:R:3:forces:R:3
H -3.030171 -1.841728 -3.300616 0.30 -0.03 -0.41
C -1.997871 0.059162 -3.391606 0.70 0.07 0.44
Br 0.156959 -0.543878 0.146974 0.12 -0.26 -0.04
H -2.932811 0.542572 -3.674976 0.08 0.23 -0.16
H 3.321209 -2.245348 1.576564 0.24 0.31 1.36
H 2.178999 -3.322158 0.920184 -0.01 -1.38 0.34
H -2.349011 -2.599638 1.867664 0.41 -0.81 0.74
O -1.195511 1.016312 -2.633026 -1.06 -0.57 -0.95
H -1.416971 -0.261908 -4.256226 -0.04 0.44 -0.37
H -2.885911 -1.055038 -1.792556 0.44 -0.14 0.58
H 0.336779 0.766062 2.438764 0.01 -0.29 -0.55
O 4.271619 3.238072 -2.242136 1.34 -0.35 -0.44
H -1.727391 -0.698438 1.242104 0.31 0.02 -0.14
H 3.365799 -2.535008 0.013334 0.59 -0.57 -1.05
O -2.603831 -0.682808 1.633524 -1.59 0.73 0.19
H 0.942729 2.979622 -1.577056 -0.13 1.20 -0.84
C -2.330331 -1.250888 -2.709656 1.32 -0.11 0.61
H 4.704389 3.136472 -1.391266 0.27 -0.34 -0.23
C -1.954711 -1.552458 3.747704 -0.11 -1.38 1.70
H -1.752981 -2.510028 4.227754 -0.25 -0.64 0.09
H -0.930291 -1.190618 3.659754 -0.22 0.68 -0.86
H 2.642119 4.398632 -2.694596 0.17 0.06 -0.07
H -0.851621 0.615742 -1.831226 0.02 -0.40 0.33
N 2.727909 -2.483678 0.794714 -0.09 0.18 -0.72
H -2.031081 -0.459178 5.305884 -0.21 0.30 0.16
H -3.783351 -2.045738 2.632504 -0.04 0.41 0.49
H 2.025689 -1.802358 0.544144 -0.65 1.42 0.11
O -2.704731 -0.777108 4.700314 0.38 0.04 -0.45
C 3.011619 3.710762 -1.934056 -2.12 -1.24 0.83
H 1.338749 1.188662 -0.657886 -0.06 -0.48 0.53
H 1.776599 1.863082 -2.568816 0.70 0.51 -0.90
C -2.730671 -1.796788 2.498434 0.88 0.70 -1.81
H 0.908839 1.830452 3.350744 0.22 0.10 0.00
O 2.079929 1.797162 -0.613296 1.75 0.01 0.86
C 1.939379 2.579752 -1.763846 -0.99 0.51 0.17
H 3.109509 4.210362 -0.970256 -0.64 0.40 0.07
O 0.080579 1.476942 3.026324 -0.23 0.23 0.52
H -0.617341 -1.725668 -1.773776 0.06 0.26 0.46
O -1.092811 -2.029378 -2.550496 -1.85 0.20 -0.56
```
Forces are in eV/Å.

Lowest unoccupied orbital energy (spin up / spin down) = 3.0 / 3.0 eV
Maximum force = 2.6 eV/A
Multiplicity = 2
Charge = -1

Löwdin atomic charge list, values in e, 8 entries:
1. H 0.11
2. C -0.24
3. Br 0.21
4. H 0.11
5. H -0.01
6. H 0.01
7. H 0.11
8. O -0.11

***

Q: The highest maximum force belongs to which entry?
A: C6H23MgN10O6